Here is 2 unconnected molecules or ions with the total composition C29H26Cl2IO2 in a non-equilibrium geometry from OMol25. Energies are from ωB97M-V/def2-TZVPD.

Structure (XYZ):
```
60
Properties=species:S:1:pos:R:3:forces:R:3:mulliken_charge:R:1
Cl -7.348144 3.827730 0.994295 0.0 0.0 0.0 -0.151
C -5.829104 3.060631 1.141209 0.7 -0.6 0.1 0.441
C -5.759847 1.661052 1.263001 0.2 0.2 0.0 -0.749
C -4.521895 1.043171 1.380425 0.3 0.2 0.0 -0.399
C -3.313030 1.793607 1.383831 -0.7 0.3 -0.2 0.622
C -2.053316 1.127222 1.523012 0.6 0.2 0.0 0.028
C -0.814569 1.760787 1.501256 -0.3 0.1 -0.3 0.130
C 0.386169 1.129476 1.829473 -0.2 0.1 0.4 -0.668
C 1.645401 1.822568 1.857634 0.5 0.3 -0.2 0.879
C 2.737463 1.346614 2.627078 -0.2 0.0 -0.2 -0.177
C 3.930351 2.055360 2.697151 -0.2 0.1 -0.1 -0.867
C 4.067630 3.256752 1.982471 -0.6 -0.5 0.0 0.424
Cl 5.521999 4.150044 2.089933 0.0 0.0 0.0 -0.165
C 3.022266 3.730250 1.174309 -0.2 -0.3 0.0 -1.010
C 1.828637 3.022618 1.120650 0.2 0.0 0.2 -0.182
C -3.415916 3.206137 1.262466 -0.4 -0.1 -0.1 -0.315
C -4.654930 3.830104 1.137931 0.4 -0.2 0.0 -0.884
H -6.678923 1.079934 1.260891 0.2 0.1 0.0 0.408
H -4.460393 -0.042653 1.471368 -0.1 0.3 0.0 0.380
H -2.067676 0.047005 1.663012 -0.1 0.1 0.1 0.237
H -0.784785 2.825016 1.241854 0.0 -0.5 0.2 0.019
H 0.337009 0.132343 2.274266 0.1 0.2 -0.2 0.428
H 2.616427 0.417571 3.187401 0.1 0.2 -0.1 0.343
H 4.759252 1.692451 3.299035 -0.2 0.1 -0.1 0.426
H 3.151538 4.643260 0.597894 0.0 -0.2 0.2 0.412
H 1.017181 3.398803 0.497193 0.3 0.0 0.1 0.399
H -2.513353 3.816865 1.272542 -0.4 -0.1 0.0 0.394
H -4.724610 4.911224 1.037819 0.0 -0.3 0.0 0.406
C 1.116633 -4.357344 1.941076 0.0 0.0 0.0 -2.063
C 1.195916 -3.407406 0.745435 -0.1 0.4 0.1 1.844
C 1.596090 -4.192013 -0.508019 0.0 -0.1 0.1 -1.723
C -0.182013 -2.735836 0.550233 0.4 -0.1 -0.1 -1.013
C -0.198446 -1.512114 -0.379230 -0.7 0.4 -0.4 0.713
O -1.219443 -1.227839 -1.017034 0.5 0.0 0.5 -0.752
C 0.989781 -0.701715 -0.404892 0.0 -0.6 0.4 -0.199
I 1.059265 0.944010 -1.691335 -0.3 -1.0 -0.3 0.522
C 0.407809 0.060632 -3.526227 -0.1 -0.1 -0.3 0.275
C -0.787204 0.497739 -4.090662 0.1 0.0 -0.1 -0.273
C -1.165365 -0.015709 -5.339606 0.4 -0.1 0.2 -0.591
C -0.359716 -0.969331 -5.974851 0.0 0.1 0.2 -0.393
C 0.811907 -1.431213 -5.364577 -0.2 0.3 0.3 -0.588
C 1.205545 -0.910937 -4.122292 0.0 0.0 -0.1 -0.226
C 2.260575 -1.125904 0.120842 1.0 0.7 -0.4 0.793
O 3.317527 -0.528476 -0.130182 -0.8 -0.4 0.4 -0.766
C 2.244477 -2.321327 1.072914 -0.2 -0.2 -0.2 -1.075
H 0.822350 -3.803351 2.839021 0.0 -0.1 0.0 0.435
H 0.380728 -5.147746 1.766676 0.1 0.0 0.0 0.420
H 2.090619 -4.819957 2.129494 -0.1 0.0 0.0 0.419
H 1.645583 -3.550528 -1.394119 0.0 -0.1 0.1 0.307
H 2.580304 -4.658934 -0.360306 -0.2 0.1 -0.1 0.437
H 0.866192 -4.991990 -0.698213 0.2 0.2 0.0 0.444
H -0.895863 -3.478106 0.164702 0.1 0.4 0.1 0.465
H -0.542244 -2.401110 1.538652 0.0 0.0 -0.2 0.205
H -1.407101 1.220994 -3.565979 0.1 -0.1 -0.2 0.360
H -2.086335 0.333081 -5.809832 0.3 -0.1 0.2 0.369
H -0.649564 -1.357090 -6.953213 0.1 0.1 0.3 0.379
H 1.428914 -2.190343 -5.847184 -0.2 0.2 0.1 0.382
H 2.115190 -1.252635 -3.632322 -0.1 0.1 -0.2 0.416
H 2.031288 -1.938950 2.086548 0.1 0.0 -0.2 0.217
H 3.245743 -2.774494 1.085061 -0.2 0.3 0.0 0.452
```
Forces are in eV/Å.

Values from the calculation:
- 2S+1 = 1
- charge = +1
- HOMO-LUMO gap (eV) = 5.600
- HOMO level (eV) = -11.0
- electronic energy (eV) = -67726.8793